Version P
A cluster of 2 separate species, C5H14O in total. Source: OMol25; level of theory: ωB97M-V/def2-TZVPD.

Each line ends with the natural charge from an NBO analysis.
CARTESIAN COORDINATES (ANGSTROEM)
H -1.590 -2.118 0.350  0.218
H -3.077 -1.225 -0.098  0.210
H 2.199 1.740 0.485  0.205
H 2.865 1.671 2.167  0.204
H -2.285 0.243 -2.245  0.198
C -2.040 -1.417 -0.353  -0.647
C 2.077 -0.171 1.424  -0.607
H -2.081 -1.969 -1.304  0.215
C 2.789 1.176 1.204  -0.602
H 3.775 1.076 0.750  0.197
H -0.119 -0.459 -0.276  0.174
O -1.601 0.899 0.209  -0.744
H 1.050 0.108 1.681  0.208
C -1.217 0.339 -2.035  -0.622
H 2.514 -0.738 2.237  0.202
H -0.998 1.397 -2.002  0.228
C -1.133 -0.227 -0.583  0.098
H -0.653 -0.265 -2.743  0.203
H 1.984 -0.776 0.522  0.195
H -2.459 0.715 0.612  0.468

## Properties
SMILES = CC(C)O.CC

=====

Version Q
A cluster of 2 separate species, C5H14O in total. Source: OMol25; level of theory: ωB97M-V/def2-TZVPD.

Each line ends with the natural charge from an NBO analysis.
CARTESIAN COORDINATES (ANGSTROEM)
C -0.448 1.475 0.043  -0.599
C 0.669 -2.275 1.007  -0.060
H 1.788 -0.666 1.517  0.472
H -0.874 0.515 -0.273  0.190
H 1.334 -3.122 0.840  0.161
H -1.284 2.895 -1.403  0.197
O 1.298 -1.382 1.931  -0.742
H -1.241 -3.337 1.150  0.204
C -0.326 2.425 -1.156  -0.405
H 0.443 -1.781 0.060  0.161
H -0.372 -3.040 2.714  0.217
H 0.501 1.234 0.502  0.194
C 0.231 1.712 -2.404  -0.613
H 0.124 0.664 -2.274  0.202
H -1.217 -1.748 1.801  0.209
H -0.337 1.952 -3.299  0.210
H -1.153 1.828 0.785  0.213
C -0.616 -2.655 1.729  -0.621
H 0.211 3.284 -0.740  0.200
H 1.268 2.021 -2.532  0.210

## Properties
SMILES = CCC.CCO

=====

Version R
A cluster of 2 separate species, C5H14O in total. Source: OMol25; level of theory: ωB97M-V/def2-TZVPD.

Each line ends with the natural charge from an NBO analysis.
CARTESIAN COORDINATES (ANGSTROEM)
H 0.968 1.350 0.488  0.209
H 1.152 -1.103 -0.858  0.200
H 1.792 0.558 1.642  0.207
H -0.190 -0.087 2.290  0.201
O -0.053 -0.287 -2.807  -0.916
H -0.383 -0.096 -1.995  0.451
H 0.908 -0.273 -2.667  0.468
H 2.272 0.084 -1.088  0.195
C 1.851 -0.505 -0.274  -0.623
H -2.943 1.171 0.282  0.213
H 0.302 -1.527 1.324  0.208
C 0.006 -0.483 1.325  -0.390
H -1.121 -0.742 -0.647  0.170
H -2.056 -0.870 0.862  0.206
H 2.587 -1.201 -0.018  0.217
C 1.181 0.323 0.791  -0.420
H -1.760 1.489 1.273  0.218
C -1.249 -0.331 0.427  -0.384
H -1.430 1.421 -0.647  0.217
C -1.833 1.108 0.298  -0.646

## Properties
SMILES = CCCCC.O

=====

Winner for stability: version P

=====

Version P
A structure of composition C5H9N5O2. Source: OMol25; level of theory: ωB97M-V/def2-TZVPD.

Each line ends with the natural charge from an NBO analysis.
CARTESIAN COORDINATES (ANGSTROEM)
C -0.617 0.071 -0.095  0.712
N -1.690 0.789 -0.077  -0.820
C 3.384 -1.425 0.110  0.416
N -0.301 -1.124 -0.292  -0.591
H 3.326 -2.527 -0.035  0.092
C 0.982 -1.559 -0.200  0.119
H -3.405 -1.617 0.076  0.386
H 0.592 3.044 1.013  0.364
N -3.938 -0.755 0.031  -1.070
O 2.894 1.442 -0.503  -0.600
H 1.082 -2.635 -0.279  0.202
H -4.509 -0.693 0.866  0.379
C 2.084 -0.778 -0.048  -0.308
H 1.111 2.925 -0.552  0.381
C 2.008 0.710 -0.102  0.613
H -2.633 0.346 -0.074  0.447
O 4.424 -0.904 0.413  -0.507
N 0.472 2.525 0.143  -0.679
H -1.524 1.788 0.020  0.434
N 0.818 1.193 0.352  -0.349
H -4.560 -0.815 -0.768  0.380

=====

Version Q
A cluster of 2 separate species, C5H9N5O2 in total. Source: OMol25; level of theory: ωB97M-V/def2-TZVPD.

Each line ends with the natural charge from an NBO analysis.
CARTESIAN COORDINATES (ANGSTROEM)
H -2.434 0.546 -3.259  0.183
H 0.606 -1.704 -1.906  0.365
H -0.096 1.120 -0.318  0.226
H -0.238 0.138 -2.793  0.211
O 1.311 0.828 1.249  -0.362
N -2.139 1.010 -0.499  -0.094
C -0.955 0.703 -0.854  -0.024
H 0.463 -0.302 4.142  0.211
N 3.552 0.482 1.093  -0.681
N 0.215 0.416 2.092  -0.304
N -0.397 -1.655 -1.737  -0.814
C -0.882 -0.278 -2.011  -0.147
C -2.334 -0.164 -2.424  -0.112
C 2.482 0.369 1.768  0.609
H -2.794 -1.134 -2.724  0.214
O -3.053 0.319 -1.286  -0.370
C 0.976 -0.054 3.220  0.255
H -0.514 -1.814 -0.744  0.357
H 4.299 0.054 1.629  0.358
N 2.240 -0.170 3.051  -0.476
H -0.307 1.292 2.312  0.393

## Properties
SMILES = [H]/N=c1\nc[nH]o1.N[C@@H]1C=NOC1

=====

Winner for stability: version P

=====

Version P
An isolated molecule of C6H8O2. Source: OMol25; level of theory: ωB97M-V/def2-TZVPD.

Each line ends with the natural charge from an NBO analysis.
CARTESIAN COORDINATES (ANGSTROEM)
C -2.368 0.148 0.224  -0.395
H 0.801 -0.649 -1.264  0.176
H 3.090 -0.464 0.810  0.236
H -1.322 -0.964 -1.459  0.185
H 2.904 0.200 -0.920  0.238
H -3.147 -0.055 -0.716  0.210
C -0.968 0.724 -0.020  0.035
O -0.228 -1.450 0.232  -0.505
C 2.356 -0.141 0.011  -0.381
C 1.180 0.525 0.360  -0.003
H -2.823 0.590 1.173  0.262
H -0.756 0.790 1.135  0.157
C 0.938 -0.805 -0.255  0.038
O 0.237 1.470 -0.463  -0.513
C -1.214 -0.671 -0.321  0.042
H 1.320 0.750 1.471  0.218

## Properties
SMILES = C1[C@@H]2O[C@@H]3C[C@H]3O[C@@H]12

=====

Version Q
An isolated molecule of C6H8O2. Source: OMol25; level of theory: ωB97M-V/def2-TZVPD.

Each line ends with the natural charge from an NBO analysis.
CARTESIAN COORDINATES (ANGSTROEM)
C -1.214 0.838 -0.356  0.004
C -0.030 1.216 0.502  0.038
C 1.142 -0.921 -0.063  -0.434
H 1.072 0.941 -1.238  0.208
H 2.032 1.039 0.288  0.212
H 2.113 -1.089 0.473  0.238
O -0.352 0.092 1.421  -0.529
H -0.617 -1.804 1.450  0.239
H 1.360 -1.490 -1.142  0.212
H -1.595 -1.385 -1.319  0.175
C 1.266 0.672 -0.262  -0.408
H 0.047 2.091 1.098  0.214
C -0.263 -1.065 0.547  0.011
H -1.279 1.527 -1.220  0.199
O -2.317 -0.007 0.209  -0.440
C -1.364 -0.655 -0.388  0.060

## Properties
SMILES = C1C[C@H]2O[C@@H]1[C@@H]1O[C@@H]12

=====

Winner for stability: version Q